# C24H28N8O4

8 unconnected molecules or ions with the total composition C24H28N8O4 at a distorted geometry (ωB97M-V with the def2-TZVPD basis set, the OMol25 dataset).

DFT total energy = -1669.9907 a.u.
HOMO level = -9.8 eV
M = 492.5 g/mol
multiplicity = 1
structure (SMILES) = O=[N+]([O-])c1ccccc1.O=[N+]([O-])c1ccccc1.CC#N.CC#N.CC#N.CC#N.CC#N.CC#N

```
64
Properties=species:S:1:pos:R:3:forces:R:3:lowdin_charge:R:1
O 0.28782 -1.52890 5.70660 -1.9759 0.8551 2.7052 0.044
N -0.67362 -1.16930 6.45538 -0.7242 -0.1060 -3.6113 -0.314
O -1.74948 -0.75947 5.97746 1.6633 -0.4009 0.7183 0.058
C -0.66403 -1.28592 7.87705 1.5687 -0.0411 4.0486 -0.146
C 0.43419 -1.92444 8.52537 -0.7028 0.3146 -1.3843 0.010
C 0.54854 -2.01827 9.91531 -0.9108 -0.3356 -1.0035 -0.074
C -0.48579 -1.53683 10.68769 -2.4532 0.3092 0.5058 -0.075
C -1.67832 -0.95891 10.14160 2.6533 -0.3334 -1.9360 -0.036
C -1.64279 -0.72487 8.74733 -0.3474 -0.1243 -0.3712 0.001
H 1.13581 -2.34070 7.81764 0.3954 -0.2366 0.3144 0.110
H 1.26224 -2.67501 10.39039 0.4938 0.3881 -0.1641 0.109
H -0.48264 -1.69337 11.75627 0.2248 -0.0572 0.1486 0.100
H -2.57677 -0.66294 10.66274 0.3807 0.1287 0.4309 0.102
H -2.39577 -0.05349 8.36177 -0.2664 -0.3615 -0.4131 0.109
O 0.72616 1.81116 -7.73581 -4.0046 -1.2859 1.2174 0.100
N 1.79659 2.28520 -7.76396 1.3991 0.2566 0.8866 -0.418
O 2.42150 2.30893 -8.77348 2.6012 0.7003 -1.8194 0.087
C 2.36978 2.82933 -6.52076 -1.6977 0.9319 1.6357 -0.105
C 3.74749 2.99195 -6.41641 -0.9220 -0.7381 -0.5734 -0.027
C 4.24523 3.63766 -5.32508 -0.5468 0.3891 3.1148 -0.057
C 3.36593 4.03037 -4.26043 0.6067 0.0263 -1.5368 -0.052
C 2.00366 3.85341 -4.38632 -0.1724 -0.0141 0.4737 -0.102
C 1.44391 3.23355 -5.47407 1.8037 -0.5811 -2.1856 0.022
H 4.36856 2.46533 -7.12587 0.1390 0.4752 -0.3025 0.122
H 5.29720 3.71099 -5.09188 0.1701 0.0407 -0.4768 0.104
H 3.68593 4.51442 -3.34956 0.5502 -0.0315 -0.1153 0.103
H 1.35023 4.19566 -3.59745 -0.0307 -0.0058 0.1341 0.108
H 0.37252 3.10501 -5.51891 0.0946 -0.1677 -0.4392 0.115
C -0.85548 -5.77252 0.84760 -0.0986 -0.1993 0.5362 -0.067
C -0.44300 -6.61187 2.00633 -1.0539 1.9264 -3.2764 -0.282
N -0.22600 -7.32074 2.85338 0.7250 -1.6824 2.2955 0.120
H -1.91281 -5.93179 0.63591 -0.0615 0.0032 0.3181 0.076
H -0.35798 -6.02845 -0.08787 0.4170 0.0133 0.3418 0.079
H -0.71007 -4.72436 1.10894 0.0751 -0.0545 -0.2157 0.074
C -5.94465 4.29573 -3.19478 0.1209 0.2296 -1.5770 -0.078
C -4.85722 5.23810 -2.89274 -1.5051 -0.8883 0.3091 -0.284
N -4.17000 6.10817 -2.62960 0.9266 0.5870 0.1353 0.124
H -6.91891 4.62683 -2.83520 0.3376 -0.2085 0.7265 0.083
H -5.72215 3.23375 -3.09096 0.0206 0.2536 0.7061 0.079
H -6.09491 4.38820 -4.27040 0.1067 0.0177 -0.3072 0.075
C -0.43798 0.05562 -1.32886 0.5227 -0.0878 0.9898 -0.078
C 0.55005 -0.63315 -2.13956 1.5140 -1.2003 -2.2599 -0.287
N 1.33187 -1.17695 -2.81886 -1.6936 1.2035 1.6274 0.117
H -0.03070 1.02671 -1.04744 -0.2521 0.1838 -0.2575 0.082
H -0.45572 -0.49598 -0.38892 -0.3911 -0.0380 0.1015 0.081
H -1.44524 0.12079 -1.74031 0.3079 -0.0504 -0.1967 0.086
C 5.94203 -2.98012 -7.49984 0.7916 -2.2449 -0.4764 -0.070
C 6.14656 -4.34331 -6.86492 0.1219 -3.4098 2.3824 -0.249
N 6.20763 -5.42917 -6.35882 -0.1825 5.0546 -2.4453 0.095
H 5.04985 -2.50268 -7.09466 0.3286 0.1032 -0.2289 0.081
H 5.88017 -3.28325 -8.54500 -0.9677 0.3163 -0.2614 0.070
H 6.85796 -2.39542 -7.58515 -0.1015 0.1781 1.0346 0.073
C 3.61712 3.35321 5.46325 -0.1790 -0.2627 -0.4678 -0.072
C 2.64043 3.49278 4.37610 -0.1345 0.5959 0.3973 -0.289
N 1.90609 3.63062 3.50513 0.0261 -0.1178 0.0196 0.121
H 3.29775 2.53018 6.10256 0.3181 -0.1270 -0.1115 0.079
H 3.74592 4.22868 6.09970 -0.2594 0.1506 -0.3616 0.081
H 4.54814 3.15272 4.93304 0.2230 -0.2478 0.5084 0.081
C -8.04468 -2.55181 -1.00526 -0.8146 -0.0393 0.6132 -0.082
C -6.75767 -2.60181 -1.62460 0.5134 -0.5335 0.1430 -0.308
N -5.72353 -2.67854 -2.10443 0.5392 0.1039 -0.3148 0.130
H -7.97389 -2.27379 0.04630 0.1460 0.6520 -0.1581 0.086
H -8.51771 -3.52912 -0.90938 0.0225 -0.0842 -0.6976 0.087
H -8.63533 -1.85784 -1.60328 -0.3991 -0.0911 0.4264 0.087
```
Forces are in eV/Å.